The following is a quantum chemistry calculation of a cluster of 11 separate species, C48H117N11O6 in total at a distorted geometry, from OMol25.

For the energy above the lowest of the compared OMol25 structures with the same formula, charge and spin, the calculation gives 9.036 eV. The lowest unoccupied orbital energy comes out at 0.38 eV. Its energy is -2952.5725 hartree. The gap between HOMO and LUMO is 7.8 eV. As for the net charge: 0. As for the SMILES: CCN(CC)CC.CCN(CC)CC.CCN(CC)CC.CCN(CC)CC.CCN(CC)CC.CNC(C)=O.CNC(C)=O.CNC(C)=O.CNC(C)=O.CNC(C)=O.CNC(C)=O.

Geometry (Å):
C (2.166, -29.554, 13.678)
C (2.526, -29.503, 15.240)
N (3.631, -28.571, 15.484)
C (3.777, -28.193, 16.886)
C (2.613, -27.444, 17.348)
C (4.905, -29.055, 14.953)
C (6.165, -28.141, 15.207)
H (1.155, -29.950, 13.592)
H (2.777, -30.194, 13.040)
H (2.142, -28.558, 13.236)
H (1.712, -29.110, 15.849)
H (2.894, -30.465, 15.597)
H (3.906, -29.039, 17.561)
H (4.648, -27.540, 16.951)
H (3.075, -26.806, 18.101)
H (2.230, -26.811, 16.548)
H (1.811, -28.019, 17.813)
H (4.873, -29.009, 13.864)
H (5.073, -30.067, 15.322)
H (6.657, -28.625, 16.051)
H (5.959, -27.073, 15.274)
H (6.788, -28.223, 14.316)
C (-2.256, -18.744, 7.094)
C (-2.224, -19.835, 5.940)
N (-2.604, -21.136, 6.461)
C (-1.360, -21.906, 6.664)
C (-0.520, -22.357, 5.400)
C (-3.720, -21.635, 5.628)
C (-4.352, -22.855, 6.194)
H (-3.184, -18.733, 7.666)
H (-2.181, -17.709, 6.759)
H (-1.412, -18.805, 7.782)
H (-2.957, -19.488, 5.212)
H (-1.306, -19.839, 5.353)
H (-0.611, -21.428, 7.296)
H (-1.560, -22.825, 7.215)
H (-0.118, -21.586, 4.742)
H (0.330, -22.972, 5.697)
H (-1.188, -22.863, 4.702)
H (-3.465, -21.809, 4.583)
H (-4.483, -20.859, 5.680)
H (-5.314, -23.097, 5.742)
H (-4.548, -22.698, 7.254)
H (-3.783, -23.785, 6.150)
C (13.521, -19.657, 14.903)
C (13.225, -21.129, 15.183)
N (12.098, -21.022, 16.127)
C (10.795, -20.612, 15.511)
C (10.322, -19.521, 16.435)
C (12.258, -21.742, 17.406)
C (13.380, -21.314, 18.314)
H (13.607, -19.038, 15.796)
H (12.835, -19.284, 14.142)
H (14.542, -19.701, 14.524)
H (12.783, -21.620, 14.316)
H (14.059, -21.717, 15.567)
H (10.812, -20.204, 14.501)
H (10.037, -21.396, 15.522)
H (9.487, -19.029, 15.936)
H (10.004, -19.810, 17.437)
H (11.121, -18.806, 16.631)
H (12.332, -22.810, 17.201)
H (11.324, -21.684, 17.966)
H (14.370, -21.333, 17.857)
H (13.472, -21.929, 19.209)
H (13.228, -20.317, 18.727)
C (-3.812, -12.817, 13.363)
C (-3.324, -11.621, 12.634)
N (-4.355, -10.909, 11.880)
C (-5.671, -10.564, 12.448)
C (-6.673, -9.946, 11.424)
C (-3.823, -10.041, 10.822)
C (-3.080, -8.762, 11.366)
H (-3.075, -13.355, 13.959)
H (-4.180, -13.555, 12.651)
H (-4.556, -12.690, 14.150)
H (-2.776, -10.942, 13.288)
H (-2.534, -12.013, 11.993)
H (-5.658, -9.882, 13.298)
H (-6.090, -11.496, 12.829)
H (-6.512, -10.469, 10.481)
H (-6.480, -8.916, 11.121)
H (-7.651, -9.962, 11.904)
H (-2.997, -10.583, 10.362)
H (-4.532, -9.894, 10.007)
H (-2.079, -9.056, 11.682)
H (-3.034, -8.198, 10.435)
H (-3.741, -8.266, 12.077)
C (8.358, -20.209, 7.285)
C (8.291, -21.641, 7.738)
N (7.379, -22.498, 6.901)
C (7.098, -23.877, 7.409)
C (6.349, -23.895, 8.728)
C (7.443, -22.532, 5.446)
C (8.839, -23.012, 4.882)
H (8.839, -20.243, 6.307)
H (8.861, -19.623, 8.054)
H (7.338, -19.832, 7.224)
H (9.252, -22.145, 7.840)
H (7.775, -21.557, 8.695)
H (6.573, -24.523, 6.705)
H (7.973, -24.485, 7.640)
H (5.794, -22.957, 8.722)
H (5.587, -24.672, 8.677)
H (6.817, -23.911, 9.713)
H (7.353, -21.510, 5.079)
H (6.680, -23.189, 5.026)
H (9.687, -22.367, 5.112)
H (8.806, -23.057, 3.793)
H (9.057, -24.055, 5.109)
C (-5.976, -26.719, 13.102)
N (-6.228, -27.120, 11.743)
C (-6.632, -28.341, 11.403)
C (-6.398, -29.494, 12.359)
O (-7.083, -28.547, 10.278)
H (-6.040, -25.631, 13.120)
H (-4.911, -26.948, 13.134)
H (-6.597, -27.242, 13.830)
H (-6.468, -26.541, 10.951)
H (-7.087, -29.420, 13.201)
H (-5.340, -29.377, 12.596)
H (-6.499, -30.435, 11.819)
C (0.597, -19.986, 14.956)
N (1.480, -19.891, 13.815)
C (2.200, -18.766, 13.668)
C (2.840, -18.554, 12.283)
O (2.374, -17.998, 14.599)
H (0.054, -20.909, 14.753)
H (0.040, -19.053, 15.038)
H (1.081, -20.208, 15.907)
H (1.093, -20.226, 12.944)
H (2.580, -17.565, 11.905)
H (2.703, -19.226, 11.435)
H (3.905, -18.453, 12.487)
C (-2.397, -19.295, 22.625)
N (-1.061, -18.789, 22.795)
C (-0.056, -19.545, 22.469)
C (1.347, -18.960, 22.669)
O (-0.119, -20.723, 22.105)
H (-2.555, -19.706, 21.628)
H (-3.080, -18.453, 22.516)
H (-2.651, -20.098, 23.318)
H (-0.922, -17.928, 23.305)
H (2.035, -19.503, 23.316)
H (1.167, -17.931, 22.982)
H (1.866, -18.996, 21.711)
C (4.281, -10.140, 6.910)
N (5.566, -10.501, 6.477)
C (6.249, -11.684, 6.579)
C (7.460, -11.813, 5.655)
O (6.071, -12.488, 7.488)
H (4.076, -10.678, 7.835)
H (3.528, -10.373, 6.157)
H (4.332, -9.076, 7.141)
H (5.872, -9.914, 5.714)
H (7.317, -12.509, 4.828)
H (8.277, -12.226, 6.248)
H (7.953, -10.894, 5.338)
C (-3.350, -10.713, 20.172)
N (-2.061, -10.854, 19.599)
C (-1.087, -11.653, 19.983)
C (0.277, -11.728, 19.194)
O (-1.130, -12.390, 21.035)
H (-4.182, -10.908, 19.495)
H (-3.541, -9.720, 20.579)
H (-3.499, -11.357, 21.039)
H (-1.769, -10.207, 18.880)
H (0.009, -12.190, 18.244)
H (0.879, -12.297, 19.902)
H (0.811, -10.778, 19.195)
C (6.895, -10.955, 15.460)
N (6.826, -9.965, 14.333)
C (6.818, -8.659, 14.446)
C (7.046, -7.843, 13.143)
O (6.990, -8.109, 15.568)
H (7.856, -11.466, 15.534)
H (6.236, -11.791, 15.227)
H (6.681, -10.633, 16.479)
H (6.827, -10.342, 13.396)
H (6.642, -8.332, 12.257)
H (8.111, -7.650, 13.014)
H (6.638, -6.849, 13.328)